(1)
C32H51N9PSe2Tc | ωB97M-V with the def2-TZVPD basis set

ORCA input file:
```
! RIJCOSX wB97M-V def2-TZVPD def2/J DEFGRID3
* xyz 3 4
Tc 1.502 1.263 1.013
Se 2.724 4.701 0.265
Se 3.615 3.104 1.694
C 4.222 1.876 0.311
C 5.503 1.858 -0.191
C 5.813 0.910 -1.161
C 4.830 0.012 -1.560
C 3.569 0.096 -1.004
N 3.264 1.029 -0.090
C 0.884 4.437 0.751
C 0.096 5.576 0.796
C -1.192 5.488 1.296
C -1.636 4.257 1.763
C -0.811 3.162 1.639
N 0.430 3.224 1.104
H 6.243 2.564 0.162
H 6.805 0.873 -1.591
H 5.042 -0.754 -2.293
H 2.778 -0.591 -1.277
H 0.507 6.526 0.481
H -1.822 6.366 1.357
H -2.609 4.151 2.221
H -1.133 2.192 1.983
N -0.093 0.542 0.386
P -1.340 0.280 -0.622
N -0.780 -0.668 -1.863
C -0.840 -2.142 -1.851
C 0.545 -2.756 -2.012
C 1.166 -2.370 -3.367
C 0.612 -1.023 -3.855
C 0.308 -0.102 -2.683
N -2.459 -0.599 0.187
C -3.554 -1.326 -0.492
C -3.906 -2.567 0.316
C -4.232 -2.209 1.786
C -4.110 -0.706 2.047
C -2.767 -0.158 1.579
N -1.980 1.717 -1.119
C -3.431 1.974 -1.082
C -4.019 1.991 -2.490
C -3.318 3.059 -3.329
C -1.807 2.821 -3.328
C -1.288 2.760 -1.888
H -1.476 -2.477 -2.675
H -1.291 -2.475 -0.917
H 0.460 -3.840 -1.932
H 1.174 -2.414 -1.181
H 0.953 -3.136 -4.111
H 2.253 -2.320 -3.274
H -0.309 -1.173 -4.421
H 1.320 -0.534 -4.524
H 0.010 0.868 -3.062
H 1.214 0.049 -2.072
H -3.240 -1.593 -1.499
H -4.442 -0.699 -0.593
H -3.076 -3.275 0.271
H -4.758 -3.050 -0.161
H -3.565 -2.748 2.463
H -5.243 -2.525 2.035
H -4.203 -0.499 3.113
H -4.928 -0.175 1.555
H -1.978 -0.524 2.245
H -2.783 0.936 1.645
H -3.578 2.957 -0.621
H -3.931 1.238 -0.459
H -5.089 2.193 -2.434
H -3.884 1.006 -2.948
H -3.535 4.050 -2.919
H -3.693 3.044 -4.352
H -1.284 3.618 -3.861
H -1.604 1.882 -3.847
H -1.512 3.720 -1.413
H -0.208 2.610 -1.831
C 0.799 -4.294 2.342
C 0.188 -3.438 1.253
N 0.741 -2.087 1.326
C 1.865 -1.737 1.954
N 2.189 -0.409 2.031
C 3.261 -0.008 2.964
C 3.631 -1.084 3.965
C 3.871 -2.361 3.192
N 2.651 -2.692 2.459
C 2.303 -4.109 2.289
H 0.548 -5.343 2.195
H 0.424 -3.991 3.322
H -0.892 -3.363 1.373
H 0.395 -3.871 0.270
H 0.191 -1.323 0.961
H 2.930 0.879 3.513
H 4.160 0.268 2.398
H 2.821 -1.236 4.681
H 4.520 -0.782 4.515
H 4.102 -3.185 3.863
H 4.712 -2.245 2.501
H 2.786 -4.669 3.086
H 2.698 -4.469 1.335
*
```

The relative energy (zero: lowest compared OMol25 entry of this formula, charge and spin) is 30.36 kcal per mole. The value obtained for the HOMO energy (spin up / spin down) is -16.19 / -16.37 eV. For the LUMO energy (spin up / spin down), the calculation gives -9.3 / -9.7 eV. The value obtained for the frontier orbital gap (spin up / spin down) is 0.2518 / 0.2438 hartree. The expectation value of S² is 3.770.


(2)
C32H52BN3O12PS | ωB97M-V with the def2-TZVPD basis set

ORCA input file:
```
! RIJCOSX wB97M-V def2-TZVPD def2/J DEFGRID3
* xyz -1 1
C -0.091 -6.111 0.728
C 0.352 -4.785 -0.154
C 1.585 -3.972 0.583
C 1.030 -3.374 2.007
C 1.208 -1.723 1.949
C -0.276 -1.043 1.792
C -0.370 0.189 0.716
C 0.752 1.379 0.702
C 1.469 1.697 2.137
C 3.112 1.777 1.900
C 3.953 0.602 2.673
C 4.810 -0.333 1.621
C 6.124 -0.988 2.401
C 5.600 -2.469 2.958
S 6.583 -3.776 2.046
C 6.199 -3.810 0.212
N 7.372 -3.977 -0.750
N 6.799 -4.016 -2.038
C 5.299 -3.848 -1.889
O 4.877 -3.707 -0.469
O -1.755 0.669 0.837
B -2.802 0.046 -0.045
C -3.512 1.383 -0.687
C -5.035 1.089 -1.308
O -6.047 1.675 -0.623
O -5.202 0.289 -2.538
C -6.136 -0.833 -2.343
C -5.647 -2.381 -2.723
O -7.410 -0.721 -1.910
P -3.979 -1.194 0.877
C -3.649 -3.001 0.249
O -3.660 -1.171 2.617
O -1.957 -0.824 -0.915
C -0.504 -0.459 -0.820
C -0.382 0.588 -2.102
O 0.829 0.382 -2.922
C 1.679 1.588 -2.959
O 2.467 1.670 -4.234
C 3.630 2.562 -4.066
C 4.998 1.655 -4.330
O 5.365 0.994 -3.049
H -0.313 -6.972 -0.052
H 0.866 -6.406 1.367
H -1.023 -5.861 1.393
H 0.733 -5.103 -1.228
H -0.598 -4.112 -0.333
H 2.509 -4.657 0.839
H 1.904 -3.107 -0.146
H -0.063 -3.722 2.239
H 1.744 -3.769 2.868
H 1.636 -1.426 3.023
H 2.007 -1.362 1.173
H -1.101 -1.889 1.628
H -0.539 -0.574 2.858
H 1.539 1.195 -0.172
H 0.178 2.376 0.384
H 1.156 2.803 2.460
H 1.154 1.005 3.025
H 3.489 2.826 2.317
H 3.426 1.743 0.772
H 3.297 -0.019 3.435
H 4.768 1.159 3.344
H 4.196 -1.262 1.206
H 5.235 0.238 0.692
H 6.995 -1.127 1.632
H 6.530 -0.307 3.275
H 4.437 -2.593 2.916
H 5.909 -2.548 4.100
H 4.539 -3.843 -2.783
H -3.613 2.170 0.205
H -2.850 1.941 -1.503
H -6.539 -2.822 -3.382
H -4.699 -2.411 -3.411
H -5.574 -3.079 -1.780
H -3.566 -2.989 -0.925
H -4.606 -3.611 0.547
H -2.640 -3.451 0.651
H -4.583 -1.311 3.022
H 0.080 -1.488 -0.963
H -0.543 1.705 -1.761
H -1.303 0.340 -2.816
H 1.094 2.600 -2.890
H 2.503 1.456 -2.110
H 3.697 3.065 -2.993
H 3.522 3.458 -4.835
H 5.842 2.353 -4.744
H 4.690 0.796 -5.071
H 6.379 0.905 -3.094
C -7.252 6.674 -0.268
C -6.248 5.967 -0.932
C -5.095 5.578 -0.246
C -4.960 5.901 1.112
C -5.963 6.617 1.778
C -7.110 7.003 1.081
N -3.762 5.473 1.845
O -2.889 4.858 1.215
O -3.695 5.748 3.051
H -8.151 6.969 -0.806
H -6.365 5.716 -1.984
H -4.322 5.028 -0.777
H -5.869 6.878 2.830
H -7.896 7.556 1.590
*
```

The value obtained for the HOMO energy is -3.90 eV. For the LUMO energy, the calculation gives 1.3 eV. The value obtained for the frontier orbital gap is 0.1923 hartree.


(3)
C32H52CrN5O10SSi | ωB97M-V with the def2-TZVPD basis set

ORCA input file:
```
! RIJCOSX wB97M-V def2-TZVPD def2/J DEFGRID3
* xyz -1 5
Cr -4.920 -20.815 3.757
N -6.652 -23.233 2.365
C -5.415 -23.086 1.923
N -4.961 -23.808 0.836
O -4.629 -22.245 2.440
H -7.209 -24.040 2.203
H -6.935 -22.720 3.201
H -5.546 -24.460 0.334
H -4.104 -23.443 0.447
C -8.510 -16.463 2.773
C -7.436 -15.946 1.767
C -7.470 -16.881 0.530
C -7.625 -14.486 1.303
O -6.164 -16.006 2.385
Si -5.262 -16.900 3.373
S -5.601 -18.945 2.613
O -5.886 -16.836 4.875
C -5.577 -16.505 6.231
C -5.197 -15.010 6.213
C -4.424 -17.375 6.680
C -6.869 -16.821 7.028
O -3.687 -16.536 3.298
C -2.763 -15.666 2.555
C -3.216 -14.195 2.527
C -2.573 -16.264 1.160
C -1.451 -15.751 3.307
H -9.571 -16.410 2.384
H -8.495 -15.864 3.715
H -8.313 -17.514 2.930
H -8.403 -16.732 -0.080
H -7.378 -17.913 0.830
H -6.608 -16.650 -0.159
H -8.598 -14.394 0.763
H -6.822 -14.096 0.680
H -7.636 -13.866 2.192
H -4.193 -14.860 5.772
H -5.230 -14.655 7.255
H -5.983 -14.388 5.680
H -3.600 -17.426 5.976
H -4.873 -18.382 6.755
H -3.993 -17.079 7.648
H -7.615 -16.182 6.449
H -6.817 -16.512 8.128
H -7.114 -17.874 7.006
H -4.069 -14.083 1.871
H -2.441 -13.569 2.072
H -3.536 -13.755 3.466
H -3.564 -16.280 0.627
H -2.234 -17.295 1.316
H -1.857 -15.724 0.538
H -1.500 -15.223 4.300
H -0.739 -15.205 2.709
H -1.077 -16.816 3.438
C -6.039 -25.008 7.526
C -5.498 -23.586 7.595
C -5.443 -22.836 8.784
C -4.835 -21.591 8.832
C -4.769 -20.771 10.100
C -4.346 -21.053 7.642
C -4.311 -21.769 6.454
C -4.942 -23.059 6.449
N -3.761 -21.179 5.337
C -2.306 -21.240 5.050
C -1.468 -20.730 6.238
C -1.968 -22.728 4.817
C -1.962 -20.278 3.879
H -6.934 -25.114 8.154
H -5.303 -25.742 7.867
H -6.330 -25.223 6.467
H -5.849 -23.242 9.687
H -3.963 -20.074 10.011
H -4.585 -21.346 11.030
H -5.727 -20.193 10.233
H -3.930 -20.042 7.708
H -4.952 -23.652 5.529
H -1.538 -21.368 7.100
H -1.768 -19.687 6.533
H -0.390 -20.793 6.037
H -2.290 -23.285 5.718
H -0.908 -22.866 4.571
H -2.600 -23.155 3.996
H -2.233 -19.218 4.089
H -2.387 -20.658 2.917
H -0.842 -20.320 3.674
O -7.091 -20.051 6.294
C -7.409 -21.076 5.653
O -6.678 -21.665 4.768
C -8.828 -21.589 6.004
C -9.245 -22.745 5.384
C -10.549 -23.212 5.726
C -11.451 -22.649 6.604
C -10.982 -21.458 7.099
C -9.695 -20.945 6.897
N -11.902 -20.889 7.991
O -11.656 -19.718 8.288
O -12.835 -21.600 8.361
N -10.859 -24.436 5.079
O -9.922 -25.021 4.495
O -12.013 -24.818 5.179
H -8.559 -23.292 4.728
H -12.469 -23.077 6.688
H -9.395 -19.938 7.290
*
```

The relative energy (zero: lowest compared OMol25 entry of this formula, charge and spin) is 31.05 kcal per mole. The value obtained for the HOMO energy (spin up / spin down) is -1.84 / -5.67 eV. For the LUMO energy (spin up / spin down), the calculation gives 1.1 / 1.6 eV. The value obtained for the frontier orbital gap (spin up / spin down) is 0.1097 / 0.2675 hartree. The expectation value of S² is 6.196.


no.,total energy (Ha)
1,-6966.9715
2,-3081.4428
3,-4008.9806